Record 1
An isolated molecule of C4H7ClN2. Source: the OMol25 dataset; level of theory: ωB97M-V with the def2-TZVPD basis set.

```
14
Properties=species:S:1:pos:R:3:forces:R:3:mulliken_charge:R:1
H 1.98207 -1.84940 -0.48055 -2.5 1.4 0.0 0.25
N 0.94421 -1.47942 -0.44864 2.4 -2.2 0.5 -0.56
C 0.76504 -0.35627 0.03766 1.3 3.3 -1.2 0.33
N 1.96579 0.76928 0.10784 -2.2 -1.8 1.5 -0.33
Cl 3.42437 -0.02415 -0.31821 0.5 0.2 0.1 -0.16
C -0.63210 0.22588 0.05870 -0.1 1.6 1.4 0.84
C -0.98184 1.42443 0.63591 -0.9 -3.3 -2.0 -1.09
C -1.61145 -0.73899 -0.52195 -0.2 1.4 -0.9 -1.25
H 2.08019 1.00429 1.12406 -0.1 -0.2 -1.1 0.31
H -1.96763 1.86277 0.71883 -0.4 -0.7 -0.4 0.28
H -0.31604 2.09521 0.98670 2.7 1.7 1.2 0.35
H -1.24964 -1.20448 -1.44307 -0.2 0.2 0.3 0.31
H -1.83105 -1.46437 0.18197 0.0 -2.0 1.3 0.31
H -2.57191 -0.26479 -0.63928 -0.3 0.5 -0.5 0.39
```
Positions in Å, forces in eV/Å.

SMILES string: [H]/N=C(\NCl)C(=C)C
Energy above the lowest of the compared OMol25 structures with the same formula, charge and spin in kcal per mole: 78.97
Kohn-Sham gap in eV: 10.252
DFT total energy in eV: -19761.308
Highest occupied orbital energy in hartree: -0.356
E_LUMO in eV: 0.6
Net charge: 0



Record 2
An isolated molecule of C3H3F6NO2S. Source: the OMol25 dataset; level of theory: ωB97M-V with the def2-TZVPD basis set.

```
16
Properties=species:S:1:pos:R:3:forces:R:3:mulliken_charge:R:1
N -0.72704 1.36844 1.63076 -1.9 0.7 1.1 -0.43
S -0.09663 -0.10725 1.61165 1.3 1.8 -3.2 1.08
O -0.90631 -0.96805 2.37083 -0.8 -1.1 0.1 -0.54
O 1.31252 0.02651 1.75471 0.3 -0.7 0.3 -0.53
C -0.28727 -0.24184 -0.57078 -1.2 1.6 1.5 0.45
F -1.49544 0.39566 -0.92011 1.5 -1.3 0.5 -0.32
C 0.87781 0.65923 -0.99785 -0.5 1.3 -1.1 -0.03
F 0.80141 1.16655 -2.28034 -0.7 -1.0 0.2 -0.30
F 0.98991 1.77239 -0.26452 -0.3 0.7 0.8 -0.24
C -0.15636 -1.62528 -1.20245 1.0 -0.8 1.4 0.67
F 0.99204 -2.19416 -0.67027 -0.7 0.7 -0.6 -0.26
F -0.05027 -1.56118 -2.50485 0.5 0.3 -1.0 -0.23
F -1.12089 -2.47674 -0.94483 -0.9 0.0 0.5 -0.25
H -1.65124 1.37076 2.05433 0.0 -0.2 -0.3 0.24
H -0.26847 2.24670 1.85651 0.8 -0.7 -0.4 0.26
H 1.78625 0.16825 -0.92279 1.7 -1.4 0.2 0.42
```
Positions in Å, forces in eV/Å.

SMILES string: NS(=O)(=O)[C@@](F)(C(F)F)C(F)(F)F
Energy above the lowest of the compared OMol25 structures with the same formula, charge and spin in kcal per mole: 0.00
Kohn-Sham gap in eV: 11.128
DFT total energy in eV: -35883.143
Highest occupied orbital energy in hartree: -0.416
E_LUMO in eV: -0.2
Net charge: 0



Record 3
A structure of composition C29H27FN4O8Ru. Source: the OMol25 dataset; level of theory: ωB97M-V with the def2-TZVPD basis set.

```
70
Properties=species:S:1:pos:R:3:forces:R:3:mulliken_charge:R:1
Ru 3.69986 1.02236 0.56386 -0.6 -0.1 0.0 0.85
O 6.12179 4.24297 1.52198 -0.1 -0.1 -0.1 -0.47
C 5.47592 3.19294 1.05078 0.5 0.2 -0.1 0.63
O 4.28171 3.17272 0.85044 -0.4 -0.1 0.1 -0.45
C 6.39806 2.05371 0.68233 0.1 -0.1 0.0 -0.40
O 5.72891 0.79652 0.71328 1.0 -0.1 0.0 -0.49
C 5.96088 0.02730 1.93277 0.2 -0.1 0.0 -0.48
C 5.01458 0.48975 3.03728 0.1 -0.1 -0.1 0.70
O 5.33224 0.40989 4.19999 0.0 0.0 0.0 -0.67
O 3.87865 0.90896 2.56403 -0.5 0.2 0.0 -0.59
H 5.48637 4.96026 1.67822 0.0 0.0 0.0 0.40
H 6.69916 2.22718 -0.35348 0.0 0.0 0.0 0.38
H 7.28081 2.04578 1.31925 0.0 0.0 0.0 0.43
H 5.71356 -0.99640 1.65755 0.0 0.0 0.0 0.28
H 7.00783 0.10743 2.21621 0.0 0.0 0.0 0.38
C -2.45505 2.08521 -3.96108 0.0 0.0 0.0 -1.02
C -1.87420 0.74941 -3.52886 0.0 0.0 0.1 -1.03
N -0.95524 0.88386 -2.39104 0.0 0.0 -0.1 0.22
C 0.36252 0.99251 -2.63785 0.1 0.0 0.0 -0.08
C 1.34095 1.14135 -1.69644 0.0 -0.1 -0.2 -0.39
C 2.75155 1.29913 -2.24902 -0.3 0.1 0.1 0.17
O 2.86924 1.43223 -3.45143 0.1 -0.1 0.0 -0.72
O 3.72482 1.33214 -1.40462 0.3 0.1 0.0 -0.54
C 0.95305 1.19615 -0.33543 0.2 0.0 0.3 2.02
O 1.71778 1.31228 0.65349 -0.6 0.1 -0.1 -1.04
C -0.47657 1.12253 -0.05685 -0.1 0.0 0.0 0.67
C -0.91436 1.16931 1.26847 0.0 0.0 0.0 -0.39
C -2.24423 1.06938 1.55164 0.0 0.0 0.0 0.23
F -2.63415 1.07091 2.84269 0.0 0.0 0.0 -0.34
C -3.20996 0.94303 0.54193 0.0 0.1 0.0 -1.60
C -2.77538 0.90170 -0.76947 0.0 0.0 -0.1 -0.57
C -1.41161 0.96280 -1.08628 0.0 0.0 0.0 0.07
N -4.60637 0.87091 0.79523 0.0 -0.1 0.0 0.27
C -5.31208 -0.33086 0.36944 0.0 0.0 0.0 -0.64
C -6.68072 0.09908 -0.17870 0.0 0.0 0.0 -0.74
N -7.02499 1.42139 0.45826 0.0 0.0 0.0 -0.15
C -6.68676 1.40473 1.92016 0.0 0.0 0.0 -0.72
C -5.15371 1.37010 2.05298 0.0 0.0 0.0 -0.71
H -3.14365 1.94350 -4.79380 0.0 0.0 0.0 0.38
H -1.66252 2.75798 -4.28787 0.0 0.0 0.0 0.35
H -2.99200 2.57088 -3.14520 0.0 0.0 0.0 0.31
H -1.30573 0.29447 -4.33684 0.0 0.0 0.0 0.48
H -2.65110 0.03323 -3.26112 0.0 0.0 0.0 0.44
H 0.67262 0.96411 -3.67558 0.0 0.0 0.0 0.57
H -0.18899 1.25379 2.06689 0.0 0.0 0.0 0.64
H -3.51574 0.85181 -1.55548 0.0 0.0 0.0 0.63
H -5.43513 -1.03200 1.20383 0.0 0.0 0.0 0.31
H -4.75383 -0.84882 -0.40518 0.0 0.0 0.0 0.51
H -7.47215 -0.60398 0.07305 0.0 0.0 0.0 0.37
H -6.67059 0.25994 -1.25476 0.0 0.0 0.0 0.42
H -8.00272 1.66113 0.29996 0.0 0.0 0.0 0.33
H -6.44152 2.13381 0.01455 0.0 0.0 0.0 0.38
H -7.16138 0.51661 2.33265 0.0 0.0 0.0 0.35
H -7.12063 2.28345 2.39038 0.0 0.0 0.0 0.38
H -4.90224 0.74890 2.91504 0.0 0.0 0.0 0.43
H -4.76580 2.37105 2.23509 0.0 0.0 0.0 0.50
N 1.48526 -8.65903 -0.26692 0.0 0.0 0.0 -0.49
C 1.77885 -7.55189 -0.17171 0.0 0.0 0.0 -0.03
C 2.12706 -6.16294 -0.05147 0.0 0.0 0.0 0.53
C 1.71611 -5.44026 1.06697 0.0 0.0 0.0 -0.64
C 2.03081 -4.09971 1.17366 0.0 0.0 0.0 -0.42
C 2.76245 -3.45619 0.16995 0.0 -0.1 -0.1 0.36
C 3.18099 -4.19583 -0.94076 0.0 0.0 0.0 -0.46
C 2.86550 -5.53653 -1.05355 0.0 0.0 0.0 -0.66
C 3.06321 -2.06100 0.27467 0.0 -0.1 0.0 0.52
C 3.30704 -0.87814 0.38655 0.1 0.0 0.0 -0.81
H 1.15363 -5.93650 1.84617 0.0 0.0 0.0 0.44
H 1.71828 -3.53359 2.04075 0.0 0.0 0.0 0.49
H 3.75168 -3.70356 -1.71636 0.0 0.0 0.0 0.49
H 3.18741 -6.10534 -1.91521 0.0 0.0 0.0 0.45
```
Positions in Å, forces in eV/Å.

Energy above the lowest of the compared OMol25 structures with the same formula, charge and spin in kcal per mole: 0.00
Expectation value of S²: 0.757
Kohn-Sham gap (spin up / spin down) in eV: 6.200 / 6.102
DFT total energy in eV: -58143.715
Highest occupied orbital energy (spin up / spin down) in hartree: -0.355 / -0.351
E_LUMO (spin up / spin down) in eV: -3.5 / -3.5
Net charge: +1
Multiplicity: 2



Record 4
A cluster of 2 separate species, C5H5ClO in total. Source: the OMol25 dataset; level of theory: ωB97M-V with the def2-TZVPD basis set.

```
12
Properties=species:S:1:pos:R:3:forces:R:3:mulliken_charge:R:1
C -1.19424 -1.21006 -0.68064 2.3 2.1 -3.7 -0.31
C -0.54150 -0.70848 -1.72451 -2.8 -2.0 1.4 -0.42
C 0.47267 -1.87614 -3.80889 -1.4 0.1 0.1 0.41
C -0.54976 0.24630 -0.66833 -0.2 2.0 0.7 0.12
C 0.77777 0.38318 0.00890 -2.3 -1.7 1.4 -1.18
O 0.59707 -3.00952 -3.67586 0.5 -1.8 0.3 -0.29
Cl 1.29205 -0.78570 -4.80490 1.1 1.2 -1.1 -0.11
H -1.65535 -1.86001 -0.02713 -0.8 -1.1 1.1 0.45
H -1.26337 1.13794 -0.58022 0.9 -1.3 -0.2 0.29
H 1.20995 1.29507 -0.16158 1.3 2.3 -0.2 0.39
H 1.39424 -0.45775 -0.22663 0.5 -0.3 -0.3 0.34
H 0.46046 0.24947 1.04101 0.7 0.4 0.7 0.31
```
Positions in Å, forces in eV/Å.

Energy above the lowest of the compared OMol25 structures with the same formula, charge and spin in kcal per mole: 51.34
Expectation value of S²: 2.009
Kohn-Sham gap (spin up / spin down) in eV: 8.563 / 7.630
DFT total energy in eV: -19828.391
Highest occupied orbital energy (spin up / spin down) in hartree: -0.279 / -0.348
E_LUMO (spin up / spin down) in eV: 1.0 / -1.8
Net charge: 0
Multiplicity: 3



| no. | molar mass (g/mol) |
| --- | --- |
| 1 | 118.57 |
| 2 | 231.12 |
| 3 | 679.62 |
| 4 | 116.55 |